Computed, not measured: a 6-piece molecular cluster, C17H39N5O9S overall in a non-equilibrium geometry, with wB97M-V/def2-TZVPD.

```
! RIJCOSX wB97M-V def2-TZVPD def2/J DEFGRID3
* xyz 0 1
O -0.6832 1.3836 1.3593
S -0.5202 0.0401 0.7772
O -0.2492 -1.0482 1.7207
O -1.8361 -0.2326 -0.1573
C -1.7240 0.1988 -1.5197
C -0.3339 0.6641 -1.7189
O 0.3991 0.1085 -0.6212
H -1.9447 -0.6626 -2.1500
H -2.4685 0.9826 -1.6597
H -0.2626 1.7517 -1.7322
H 0.0777 0.2866 -2.6550
C -1.6497 -2.0068 -5.6893
N -0.2955 -1.9361 -6.1829
C 0.5631 -0.9433 -5.9677
C 1.9326 -0.9889 -6.7367
O 0.1916 0.0503 -5.3424
H -2.3694 -1.7522 -6.4674
H -1.8288 -1.5201 -4.7306
H -1.8109 -3.0670 -5.4942
H -0.0382 -2.7692 -6.6927
H 2.2551 -2.0284 -6.7951
H 2.7519 -0.4672 -6.2421
H 1.7074 -0.6290 -7.7406
C 1.0962 -4.7259 3.8754
N 0.8587 -4.0640 2.5910
C 0.1138 -4.6115 1.6089
C -0.0114 -3.7935 0.3796
O -0.5595 -5.6123 1.7545
H 1.0397 -5.8140 3.9041
H 0.2993 -4.3634 4.5248
H 2.0981 -4.5500 4.2672
H 1.3175 -3.1653 2.5480
H 0.1619 -4.4975 -0.4343
H 0.7614 -3.0527 0.1745
H -0.9890 -3.3198 0.2901
C 1.9834 3.3983 0.4622
N 2.3329 2.7497 -0.8145
C 3.0640 1.6186 -0.8580
C 3.3007 1.0014 -2.2177
O 3.4716 1.0564 0.1167
H 0.9712 3.8026 0.4538
H 2.5732 4.3006 0.6238
H 2.1641 2.7222 1.2979
H 1.9875 3.2170 -1.6406
H 4.1684 0.3436 -2.2669
H 3.4519 1.6904 -3.0486
H 2.4188 0.3748 -2.3515
C -2.3383 6.3530 -1.7506
N -3.4021 5.5989 -1.1079
C -3.7489 4.3448 -1.2872
C -4.6336 3.7876 -0.2573
O -3.3169 3.5804 -2.1646
H -1.8601 5.6870 -2.4688
H -1.6400 6.5800 -0.9449
H -2.5992 7.2869 -2.2485
H -3.8338 6.0651 -0.3228
H -5.5518 4.3501 -0.0881
H -4.0905 3.8900 0.6822
H -4.8801 2.7258 -0.2482
C -0.2670 -1.3322 5.2561
N 0.8909 -1.7223 6.0786
C 1.1084 -1.3892 7.3428
C 2.3027 -2.1228 7.9882
O 0.3265 -0.6993 8.0062
H -0.0462 -0.7906 4.3364
H -1.1885 -0.9060 5.6527
H -0.6133 -2.3150 4.9363
H 1.6278 -2.1568 5.5417
H 2.1043 -3.1946 7.9993
H 2.5868 -1.7660 8.9781
H 3.1247 -1.9754 7.2877
*
```

## Properties
E_tot = -54974.019 eV
E_LUMO = 0.0133 Eh
Relative energy (zero: lowest compared OMol25 entry of this formula, charge and spin) = 202.4 kJ/mol
HOMO energy = -9.2 eV
SMILES = O=S1(=O)OCCO1.CNC(C)=O.CNC(C)=O.CNC(C)=O.CNC(C)=O.CNC(C)=O

Results of the Mulliken charge analysis, in e, for atoms 1 through 8: -0.621, 0.933, -0.284, -0.383, -0.018, 0.146, -0.271, 0.023

***

Computed, not measured: a 8-piece molecular cluster, C17H40N4O30PS8 overall in a non-equilibrium geometry, with wB97M-V/def2-TZVPD.

```
! RIJCOSX wB97M-V def2-TZVPD def2/J DEFGRID3
* xyz 1 1
C 1.0663 -0.4894 0.0174
N 2.1989 0.4212 -0.1775
C 2.1007 1.7070 -0.4055
N 3.1818 2.4795 -0.6099
C 4.4240 2.2321 0.1719
N 4.1822 2.2136 1.5860
N 0.8515 2.2986 -0.5518
P 0.0964 2.9177 0.8466
O -1.3960 2.5341 0.4822
O 0.0814 4.4881 0.7724
S 0.7151 2.1546 2.4776
H 0.4042 -0.4512 -0.8437
H 1.4482 -1.5000 0.0769
H 0.5425 -0.2432 0.9355
H 3.1173 0.0038 -0.1381
H 2.8880 3.4339 -0.4206
H 4.9139 1.3396 -0.2215
H 5.0909 3.0537 -0.0568
H 3.8896 1.3157 1.9478
H 4.9884 2.5270 2.1067
H 0.2112 1.6963 -1.0661
H -1.8484 2.5869 1.3435
H 0.9503 4.8887 0.9161
C 2.5315 1.0396 7.5166
C 1.5723 1.6883 6.5418
O 2.1660 1.4151 5.2519
S 2.8974 0.0071 5.2835
O 2.0412 -0.9785 4.7157
O 4.2108 0.1940 4.7685
O 2.9342 -0.1773 6.8462
H 3.4199 1.6512 7.6807
H 2.0702 0.7954 8.4660
H 1.4693 2.7594 6.6826
H 0.5884 1.2177 6.5790
C -4.5153 -0.2316 1.1857
C -3.0740 -0.3467 0.7364
O -2.3412 -0.5498 1.9510
S -3.2248 -1.3741 2.9900
O -2.8626 -2.7450 2.9557
O -3.1945 -0.6353 4.2026
O -4.6219 -1.1986 2.2515
H -4.7323 0.7510 1.6082
H -5.2277 -0.4505 0.3971
H -2.7070 0.5443 0.2400
H -2.9230 -1.2108 0.0859
C -1.6668 -2.3383 7.5239
C -1.3757 -1.0561 6.7832
O -1.4021 -0.0434 7.8125
S -0.8675 -0.6627 9.1822
O 0.5065 -0.3201 9.3385
O -1.8031 -0.3652 10.2031
O -0.9609 -2.1886 8.7724
H -2.7301 -2.4488 7.7426
H -1.3069 -3.2164 6.9977
H -2.1067 -0.8300 6.0170
H -0.3753 -1.0714 6.3408
C 1.0028 0.7260 -3.9683
C 0.0215 1.7252 -4.5333
O -0.9963 0.9103 -5.1286
S -1.1851 -0.4240 -4.2895
O -2.2558 -0.2756 -3.3639
O -1.1260 -1.5285 -5.1720
O 0.1802 -0.3353 -3.4443
H 1.6518 0.3316 -4.7445
H 1.6096 1.1475 -3.1681
H 0.4654 2.3801 -5.2767
H -0.4468 2.3305 -3.7514
C 0.9493 -0.2742 -8.8615
C 2.1345 0.0566 -9.7465
O 3.1153 0.5778 -8.8276
S 2.9825 -0.1598 -7.4306
O 3.9378 -1.2014 -7.3337
O 2.8842 0.8350 -6.4160
O 1.5514 -0.7999 -7.6627
H 0.3757 0.6135 -8.5963
H 0.2882 -1.0183 -9.2952
H 1.9064 0.8022 -10.5015
H 2.5492 -0.8324 -10.2235
C -1.3565 -6.5936 4.3015
C -0.1866 -6.0673 3.4980
O 0.5904 -5.3353 4.4576
S 0.4841 -6.0350 5.8899
O 1.6068 -6.8712 6.1034
O 0.1169 -5.0409 6.8349
O -0.7780 -6.9521 5.5648
H -2.1089 -5.8208 4.4689
H -1.8233 -7.4646 3.8513
H -0.4918 -5.4080 2.6909
H 0.4275 -6.8772 3.1000
C -4.2663 2.9484 -8.7301
C -3.1132 3.2949 -9.6476
O -2.0836 3.7475 -8.7494
S -2.1766 2.9535 -7.3747
O -1.2467 1.8788 -7.3554
O -2.1798 3.8921 -6.3099
O -3.6302 2.3541 -7.5840
H -4.8049 3.8383 -8.4028
H -4.9630 2.2424 -9.1712
H -3.3539 4.0794 -10.3579
H -2.7452 2.4176 -10.1821
*
```

## Properties
E_tot = -181624.769 eV
E_LUMO = -0.1103 Eh
HOMO energy = -12.4 eV

Results of the Mulliken charge analysis, in e, for atoms 1 through 8: -1.058, 0.201, -0.317, 0.033, -0.794, -0.351, -0.036, 0.326

***

Computed, not measured: C17H40NOP3Sc as an isolated structure in a non-equilibrium geometry, with wB97M-V/def2-TZVPD.

```
! RIJCOSX wB97M-V def2-TZVPD def2/J DEFGRID3
* xyz 3 1
Sc 0.0621 -0.3007 0.8150
P -2.8184 -0.4626 1.1114
P -0.5193 -2.8759 0.0961
P -0.7702 2.3826 1.1975
H 5.6348 -0.9972 -3.6080
C 5.7635 -0.1682 -2.9085
C 5.6174 -0.2986 -1.5853
H 5.1543 -1.1921 -1.1161
C -3.5764 0.0799 -0.4704
C -3.7332 -2.0323 1.3668
C -3.7618 0.5410 2.3262
C 1.0706 -3.5136 -0.5321
C -1.1286 -4.3656 0.9869
C -1.5404 -2.9005 -1.4356
C 0.8384 3.2496 1.0308
C -1.5693 3.4051 2.5113
C -1.6883 3.0847 -0.2413
H 6.1135 0.7904 -3.3014
H 5.9946 0.4885 -0.9241
H -4.6705 0.0406 -0.4066
H -3.2165 -0.5607 -1.2796
H -3.2527 1.1003 -0.6893
H -4.8041 -1.8463 1.1944
H -3.5829 -2.3649 2.4034
H -3.3998 -2.8263 0.6905
H -4.7703 0.7515 1.9351
H -3.2456 1.4870 2.5342
H -3.8683 -0.0130 3.2704
H 0.9627 -4.5348 -0.9263
H 1.7743 -3.5206 0.3118
H 1.4671 -2.8447 -1.3063
H -1.1875 -5.2252 0.2996
H -2.1189 -4.1782 1.4213
H -0.4342 -4.6264 1.7992
H -1.5077 -3.9165 -1.8558
H -1.1281 -2.1746 -2.1520
H -2.5889 -2.6310 -1.2434
H 0.7287 4.3373 1.1536
H 1.2924 3.0330 0.0551
H 1.5150 2.8768 1.8140
H -1.1607 4.4277 2.4922
H -1.3587 2.9563 3.4923
H -2.6575 3.4645 2.3665
H -1.2321 4.0505 -0.4975
H -2.7516 3.2405 0.0009
H -1.6138 2.4046 -1.0987
C 2.3519 0.2793 -1.2087
C 1.9262 0.4411 -2.5447
C 2.2314 1.6316 -3.2041
C 3.0946 2.5654 -2.6161
C 3.6540 2.2917 -1.3584
C 3.4638 1.0356 -0.7883
O 1.6590 -0.4392 -0.3281
H -0.6932 0.1352 -0.8370
H 1.2259 -0.2799 -2.9712
H 1.7761 1.8233 -4.1765
H 3.3352 3.4834 -3.1428
H 4.2719 3.0272 -0.8228
H 4.0152 0.6651 0.0823
N -0.1328 -1.0232 2.9511
H -0.9822 -0.6504 3.3994
H 0.6814 -0.7560 3.5159
H -0.2113 -2.0520 2.9519
*
```

## Properties
E_tot = -70354.277 eV
E_LUMO (alpha / beta) = -0.4352 / -0.4838 Eh
Relative energy (zero: lowest compared OMol25 entry of this formula, charge and spin) = 0.0 kJ/mol
HOMO energy (alpha / beta) = -17.1 / -17.5 eV

Results of the Mulliken charge analysis, in e, for atoms 1 through 8: -0.173, 1.013, 1.100, 1.116, 0.287, -0.490, -0.376, 0.275

***

Question: Look up the E_tot of the third one.
Answer: -70354.277 eV

***

Question: Look up the E_tot of the second one.
Answer: -181624.769 eV